ORCA calculation (ωB97M-V/def2-TZVPD) on a structure of composition C2H2AgLiO2.

```
8
Properties=species:S:1:pos:R:3:forces:R:3:lowdin_charge:R:1
O 1.6320 0.0474 -0.2699 4.196 -1.137 -1.592 -0.431
C 0.6329 0.9752 -0.2608 -0.993 2.656 -0.626 -0.332
Li 1.3706 -1.7223 -1.2293 0.075 0.309 0.771 0.398
H 1.0709 1.9403 -0.4754 -0.866 0.458 0.169 0.103
H 2.5955 0.5001 -0.4972 -2.820 -1.115 0.713 0.157
Ag 1.6953 -1.1122 1.7631 -0.060 -0.805 0.459 0.197
C -0.6607 0.7832 -0.1798 -0.525 -0.724 0.009 -0.210
O -1.8318 0.6410 -0.1478 0.994 0.358 0.097 0.117
```
Forces are in eV/Å.

Results
- DFT total energy (eV) = -10400.777
- orbital gap (alpha / beta) (hartree) = 0.17369 / 0.17369
- E_LUMO (alpha / beta) (eV) = -0.738 / -0.736
- energy relative to the best compared isomer or geometry (same formula, charge and spin) (eV) = 3.104
- max |F| (Eh/bohr) = 0.0900

ORCA calculation (ωB97M-V/def2-TZVPD) on an isolated molecule of C4H8O2.

```
14
Properties=species:S:1:pos:R:3:forces:R:3:lowdin_charge:R:1
C -0.5142 0.1194 -0.8459 0.006 -0.030 -0.285 -0.243
H 2.0167 0.6703 -0.5850 -0.265 -0.076 0.140 0.127
H -1.4720 -1.5118 0.3111 0.110 0.278 -0.019 0.071
C 1.4711 0.9619 0.3202 -0.398 -0.184 -0.142 -0.141
O 1.3667 -1.3062 1.0199 0.135 0.150 0.417 0.045
C 1.2723 -0.1360 1.3049 0.354 -0.636 0.157 -0.278
H 0.2687 -0.5772 -1.1636 -0.002 0.220 0.018 0.111
H 0.7972 0.2427 2.2328 0.213 -0.358 0.095 0.137
H -2.5597 -0.1434 -0.0300 0.220 0.084 0.012 0.073
C -1.7218 -0.7314 -0.4149 0.107 0.141 0.122 -0.069
H 1.9590 1.8601 0.7470 -0.935 -0.163 -0.263 0.129
O 0.0263 1.0683 0.1139 0.158 0.450 -0.357 -0.157
H -0.8153 0.7341 -1.6969 0.078 -0.094 -0.101 0.115
H -2.0951 -1.2508 -1.3132 0.217 0.219 0.206 0.080
```
Forces are in eV/Å.

Results
- DFT total energy (eV) = -8371.118
- orbital gap (hartree) = 0.38991
- SMILES = CCOCC=O
- E_LUMO (eV) = 1.078
- energy relative to the best compared isomer or geometry (same formula, charge and spin) (eV) = 2.164
- max |F| (Eh/bohr) = 0.0192

ORCA calculation (ωB97M-V/def2-TZVPD) on a structure of composition C33H42Cl2N3O2SSi2TeTi.

```
87
Properties=species:S:1:pos:R:3:forces:R:3:lowdin_spin:R:1
H 3.8696 1.0423 3.9121 0.007 0.119 -0.108 0.001
O 2.6096 -0.3961 0.4514 0.201 0.061 -0.040 -0.003
O -0.0646 0.8040 1.9147 0.232 -0.220 0.072 0.015
H -6.1593 1.5705 -1.1057 0.000 0.018 0.031 0.000
Si 0.9357 1.4099 -2.4088 -0.018 -0.034 0.047 0.001
C 1.3776 -3.6699 -1.2038 -0.185 -0.126 -0.290 0.000
Ti 1.1926 -0.7470 1.6088 -0.058 -0.963 0.128 0.900
C 0.2900 1.5192 2.9503 0.095 0.644 -0.197 -0.002
H 4.4694 -3.8140 1.0984 0.012 0.017 -0.009 0.000
H -1.9514 -3.4799 -1.8677 -0.038 -0.031 -0.021 0.000
C -1.8269 4.5862 2.4728 0.022 -0.026 -0.004 0.000
C 6.6506 -0.3481 1.3304 -0.054 0.009 0.023 -0.002
H -2.5142 -1.6679 5.0000 0.002 0.039 0.022 0.000
H -6.7344 0.1412 -4.1148 -0.016 0.010 -0.010 0.000
C 3.6052 -3.7428 0.4506 0.145 -0.024 -0.067 0.011
C -1.3314 4.3700 4.8147 0.010 -0.022 -0.014 0.000
Cl -2.8815 -0.0218 3.3758 0.017 0.010 0.020 0.000
C -3.1453 1.1355 -2.6868 -0.011 0.169 -0.186 0.000
H 6.0739 0.2328 3.3070 -0.001 0.010 0.011 0.000
H -2.8119 -3.2529 0.9004 0.006 0.016 0.025 0.000
Si -4.7647 0.1908 -2.6148 0.065 0.032 -0.012 0.000
N 0.1288 -2.6205 0.6082 0.371 0.242 -0.425 0.005
H 0.1803 -4.1542 -2.9427 0.020 -0.021 0.005 0.000
C -0.6134 3.2140 4.5574 0.011 0.036 -0.007 -0.001
N 2.1887 0.4648 2.9113 -0.249 0.417 0.357 -0.013
H -1.4154 4.7353 5.8299 -0.011 0.014 0.004 0.000
N 1.3957 1.3683 3.6307 0.120 -0.219 -0.303 -0.002
H -5.0969 0.5133 -0.1692 -0.002 -0.039 0.013 0.000
C -5.7247 0.5695 -1.0607 -0.036 0.103 0.088 0.000
H -0.1207 2.6793 5.3589 0.014 -0.003 -0.002 0.000
C 1.8403 2.4182 -1.1243 0.016 0.109 0.078 0.000
H -3.3448 -1.8210 -2.9597 0.037 -0.013 -0.010 0.000
C 3.4560 0.4965 3.0652 0.336 0.013 -0.189 0.033
C 0.1075 2.5522 -3.6282 -0.127 0.063 -0.054 0.000
C -1.9091 -0.8778 4.5708 -0.005 0.016 0.128 0.000
H -3.2882 2.1499 -3.0611 0.015 0.018 0.017 0.000
C -0.9882 -2.7846 -0.0654 -0.130 0.026 -0.107 0.007
H 4.6442 -4.5542 -1.2542 0.016 -0.007 0.011 0.000
H 7.7093 -0.3517 1.5492 0.008 0.003 0.003 0.000
C 2.0980 0.2677 -3.3218 0.081 -0.117 -0.014 0.000
S 2.2963 -2.6970 2.6376 0.036 0.135 -0.283 -0.007
H -2.4564 0.6434 -3.3757 -0.027 -0.037 -0.068 0.000
H 6.9060 -0.8685 -0.7387 0.010 -0.005 0.000 0.001
H -1.0460 3.0397 1.2034 0.023 0.037 0.039 0.000
C -1.1202 3.4203 2.2133 -0.124 0.000 0.013 0.000
C -0.5107 2.7344 3.2547 -0.178 -0.290 0.295 0.000
C -1.9372 5.0597 3.7714 -0.008 0.006 0.041 -0.001
C 3.9127 -0.3651 0.7537 -0.307 0.074 -0.002 0.006
Cl -0.4599 -1.6714 3.9046 -0.104 -0.107 0.009 0.001
H -2.2948 5.1217 1.6569 -0.002 0.006 -0.014 0.000
H -0.5904 -0.5625 -2.1357 -0.073 0.002 0.046 0.000
H -2.9106 -1.8228 -0.1344 0.006 -0.009 -0.035 0.000
C 3.6984 -4.1765 -0.8877 0.034 0.034 0.112 0.000
C 2.4400 -3.2320 0.9689 -0.480 -0.088 -0.052 0.000
C 4.8451 -0.6421 -0.2467 0.084 -0.064 0.094 -0.002
C -5.7973 0.7021 -4.0851 -0.055 -0.037 -0.118 0.000
H 2.7739 1.9397 -0.8265 0.006 -0.019 -0.002 0.000
C 1.2981 -3.1563 0.0969 0.127 -0.093 0.533 0.000
C -4.3927 -1.6457 -2.7097 0.027 -0.131 0.015 0.000
H 2.6565 -4.5197 -2.7245 -0.002 -0.003 -0.010 0.001
C -2.2751 -2.3600 0.5672 0.038 0.070 0.000 0.001
C 0.1648 -3.7558 -1.9347 0.079 0.024 -0.003 0.003
H 1.2332 2.5331 -0.2222 -0.020 0.035 0.007 0.000
H -2.0934 -1.7202 1.4258 0.004 -0.013 -0.002 0.000
H -6.5442 -0.1413 -0.9359 -0.025 -0.002 -0.014 0.000
H 4.4794 -0.8772 -1.2373 0.000 -0.008 -0.004 0.000
H -2.4943 5.9651 3.9755 -0.003 0.005 -0.013 0.000
C 5.7353 -0.0313 2.3124 0.094 -0.032 -0.074 0.007
H -4.6043 -2.1577 -1.7690 0.006 -0.001 -0.004 0.000
C 4.3620 -0.0338 2.0498 -0.121 0.113 0.354 0.001
H -0.6665 3.1457 -3.1356 0.012 0.030 -0.019 0.000
H 1.5608 -0.2846 -4.0970 0.014 -0.011 -0.015 0.000
H 2.0680 3.4164 -1.5035 0.032 0.008 0.029 0.000
Te -2.0949 1.2397 -0.8321 0.022 -0.050 0.273 0.000
H -1.5838 -0.1730 5.3278 0.003 0.031 -0.051 0.000
H 2.9234 0.7994 -3.7988 0.008 0.027 0.002 0.000
H 0.1945 -0.0875 -0.6362 -0.197 0.066 -0.266 0.008
H -5.2714 0.5195 -5.0248 0.001 -0.003 -0.013 0.000
H -4.9982 -2.1177 -3.4860 -0.011 -0.026 0.010 0.000
H 0.8470 3.2402 -4.0440 -0.007 0.016 -0.020 0.000
H 2.5204 -0.4601 -2.6239 0.012 -0.019 -0.005 0.000
H -0.3541 2.0165 -4.4599 -0.014 -0.023 -0.007 0.000
C 6.1949 -0.6404 0.0453 0.010 -0.011 -0.047 0.008
C -0.3088 0.3047 -1.5340 0.236 -0.119 0.053 0.013
C -1.0055 -3.3817 -1.3545 0.024 0.092 0.168 -0.001
C 2.6089 -4.1507 -1.7081 -0.108 0.028 0.028 0.009
H -6.0452 1.7643 -4.0427 0.002 0.016 0.004 0.000
```
Forces are in eV/Å.

Results
- DFT total energy (eV) = -125517.138
- orbital gap (alpha / beta) (hartree) = 0.26167 / 0.27101
- multiplicity = 2
- expectation value of S² = 0.7562
- E_LUMO (alpha / beta) (eV) = -0.014 / -0.127
- energy relative to the best compared isomer or geometry (same formula, charge and spin) (eV) = 1.554
- max |F| (Eh/bohr) = 0.0189

ORCA calculation (ωB97M-V/def2-TZVPD) on a structure of composition C23H21Cl2N4O2PRhSSe2.

```
57
Properties=species:S:1:pos:R:3:forces:R:3:lowdin_charge:R:1
H 2.4780 -1.5934 6.1548 0.001 0.001 -0.006 0.115
C -3.6282 1.8143 -5.4624 -0.007 -0.006 -0.009 -0.059
C -3.5159 0.4782 -5.1032 0.004 -0.004 0.006 -0.062
H -5.4062 -0.7521 0.7748 0.002 0.002 0.000 0.112
H -5.3963 1.1883 2.3032 0.002 -0.001 -0.001 0.112
N 1.7181 -4.1153 6.0141 0.013 0.000 -0.016 0.126
H 1.8908 -0.8466 -5.7262 -0.014 -0.015 0.027 0.040
C -2.8178 0.1250 -3.9590 0.029 0.041 -0.016 -0.116
C 4.9135 0.7033 -0.4668 0.185 0.049 -0.034 -0.089
C -3.6200 2.0448 1.4681 -0.005 -0.005 0.002 -0.053
O -0.5537 -0.3182 1.2994 -0.003 0.016 -0.024 -0.353
Cl 2.8113 -0.2486 -3.6474 -0.025 0.104 0.069 0.543
C -3.6393 -0.1351 -0.2620 -0.009 0.018 -0.006 -0.080
Se -0.3223 -1.2332 -1.7967 -0.275 0.141 -0.114 0.429
C 1.4943 -3.1674 5.0631 -0.015 0.005 -0.006 -0.308
C 1.9497 -1.8524 5.2456 0.006 -0.009 0.021 -0.018
C -4.6213 1.0884 1.5551 0.007 0.007 0.002 -0.056
C 3.1446 0.0410 0.8591 0.102 0.115 -0.259 -0.461
P -1.4159 0.6767 -1.6422 0.266 -0.185 0.071 0.328
H 0.4286 -4.4982 3.7434 0.002 0.004 -0.003 0.114
H 6.7282 1.1190 0.6211 0.000 -0.007 -0.021 0.110
N 3.8112 0.1220 1.9867 0.081 0.012 0.135 0.172
H -3.6381 -0.9910 -0.9275 -0.016 0.001 -0.001 0.110
C -2.6392 0.8290 -0.3448 0.012 0.004 -0.033 -0.416
H 5.6406 0.5712 2.8065 -0.014 -0.001 0.006 0.123
C -4.6301 -0.0029 0.6955 0.007 -0.009 -0.008 -0.058
C -2.6182 1.9165 0.5190 0.005 -0.028 0.027 -0.094
H -3.1343 3.8436 -4.9650 -0.001 -0.001 -0.002 0.114
H 1.3953 -5.0561 5.8920 -0.008 -0.001 0.002 0.102
H 5.2894 0.9305 -1.4569 0.010 0.005 0.012 0.122
S 0.7066 -0.0286 1.9165 -0.078 0.007 0.074 0.592
Rh 1.7550 -0.1289 -1.2509 -0.023 -0.589 0.054 0.331
H -3.6085 2.8843 2.1497 0.000 -0.001 0.000 0.114
C 0.5635 -2.5277 2.9306 0.016 -0.010 0.029 -0.053
C -2.3560 2.4609 -3.5294 -0.011 -0.021 -0.009 -0.103
Cl 0.4681 0.8946 -5.0565 -0.007 0.010 0.035 0.611
C 1.7235 -0.8932 4.2840 0.003 0.013 -0.001 -0.061
Se 0.4169 1.8310 -1.2837 0.099 0.327 0.021 0.507
H -3.9639 -0.2904 -5.7184 -0.002 0.003 -0.001 0.113
C 1.0296 -1.2299 3.1280 0.013 -0.009 -0.062 -0.319
H 2.2098 -3.8932 6.8586 -0.004 0.004 0.005 0.102
C -2.2404 1.1196 -3.1752 -0.018 -0.075 0.006 -0.450
N 1.8315 -0.3541 0.7100 0.267 0.058 -0.230 -0.214
C 5.6966 0.8079 0.6706 -0.071 -0.009 -0.065 -0.029
H 2.6965 0.7574 -5.7580 0.036 -0.016 0.021 0.037
H -1.8108 2.6369 0.4791 -0.006 0.002 0.003 0.089
C -3.0482 2.8039 -4.6798 0.009 0.014 0.010 -0.062
O 0.9790 1.2765 2.4396 -0.013 0.002 0.013 -0.281
H -4.1679 2.0864 -6.3596 0.001 0.000 0.001 0.113
H 0.0075 -2.7681 2.0338 0.000 -0.006 -0.001 0.117
N 3.6508 0.3180 -0.3756 -0.428 0.076 0.360 -0.001
C 0.7957 -3.4895 3.8866 0.006 0.006 0.011 -0.020
C 5.0856 0.5044 1.8779 -0.081 -0.021 0.005 -0.072
C 2.0138 0.1061 -5.2264 -0.037 -0.019 -0.089 -0.922
H -1.9006 3.2331 -2.9203 -0.007 0.008 -0.001 0.104
H -2.7038 -0.9189 -3.6921 -0.004 -0.004 -0.006 0.092
H 2.0735 0.1204 4.4191 0.002 -0.003 -0.003 0.114
```
Forces are in eV/Å.

Results
- total charge = +1
- DFT total energy (eV) = -213112.471
- orbital gap (hartree) = 0.21517
- E_LUMO (eV) = -4.368
- energy relative to the best compared isomer or geometry (same formula, charge and spin) (eV) = 0.479
- max |F| (Eh/bohr) = 0.0115